DFT (ωB97M-V/def2-TZVPD) results for a structure of composition C19H25Cl2EuGeN4O2S2 at a distorted geometry.

HOMO level (alpha / beta)   -1.35 / -4.76 eV
Kohn-Sham gap (alpha / beta)   0.130 / 0.242 Ha
E_LUMO (alpha / beta)   2.2 / 1.8 eV
2S+1   8
⟨S²⟩   15.86
Net charge   -1

Each line ends with the Löwdin spin population.
Atoms and positions in Å:
Eu -1.74 0.34 0.43  4.10
C -1.94 -4.91 0.88  0.00
S -2.33 -4.46 -0.85  0.00
C -1.96 -2.71 -0.73  0.01
S -3.29 -1.62 -0.62  0.00
N -0.71 -2.46 -0.72  0.02
N -0.29 -1.10 -0.59  0.05
C 0.01 -0.56 -1.89  0.40
C -0.23 0.75 -2.23  0.08
C 0.25 1.28 -3.48  0.30
C 0.14 2.60 -3.76  0.29
C -0.48 3.46 -2.82  0.20
C -0.99 2.90 -1.68  0.24
N -0.93 1.59 -1.36  0.24
H -1.90 -6.00 0.91  0.00
H -2.74 -4.56 1.53  0.00
H -0.98 -4.49 1.14  0.00
H 0.50 -1.23 -2.58  0.01
H 0.73 0.60 -4.16  0.01
H 0.53 3.01 -4.68  0.02
H -0.53 4.52 -3.00  0.00
H -1.50 3.53 -0.95  0.01
Cl -0.17 7.09 2.19  -0.01
C -0.33 5.39 1.96  0.00
C 0.80 4.65 1.55  0.15
C 0.70 3.29 1.45  0.02
Cl 2.01 2.34 0.89  -0.01
C -0.50 2.57 1.75  0.10
O -0.49 1.30 1.80  0.05
C -1.67 3.38 1.99  0.04
C -2.97 2.79 1.96  0.30
O -3.24 1.62 1.62  0.19
C -1.54 4.77 2.15  0.11
H 1.73 5.16 1.31  0.01
H -3.81 3.46 2.21  0.02
H -2.42 5.35 2.39  0.00
N -2.13 -1.14 2.55  0.00
H -1.62 -0.72 3.33  0.00
H -1.93 -2.14 2.54  0.00
H -3.12 -1.03 2.77  0.00
C 2.99 -1.98 -2.21  0.00
Ge 2.34 -2.39 -0.38  0.00
C 1.89 -4.32 -0.25  0.00
C 3.84 -1.92 0.86  0.00
C 0.90 -1.14 0.27  0.03
H 4.02 -2.30 -2.30  0.00
H 2.93 -0.92 -2.43  0.00
H 2.41 -2.52 -2.96  0.00
H 2.71 -4.90 -0.68  0.00
H 0.99 -4.53 -0.82  0.00
H 1.75 -4.63 0.78  0.00
H 4.72 -2.52 0.66  0.00
H 3.57 -2.06 1.90  0.00
H 4.11 -0.88 0.73  0.00
H 1.31 -0.13 0.35  0.00
H 0.58 -1.48 1.28  0.00